<a>
C5H6O2 | ωB97M-V/def2-TZVPD

```
13
Properties=species:S:1:pos:R:3:nbo_charge:R:1
C 1.192 -0.260 1.309 -0.628
C 0.142 0.094 0.298 0.253
C -1.225 -0.460 -0.013 -0.406
C -0.147 -0.350 -1.088 -0.378
C -0.295 1.114 -1.400 0.793
O -0.752 1.801 -2.256 -0.534
O 0.024 1.494 -0.100 -0.497
H 1.008 0.250 2.260 0.231
H 2.195 0.027 0.971 0.228
H 1.197 -1.336 1.501 0.227
H -1.998 0.303 -0.029 0.232
H -1.583 -1.464 0.166 0.231
H 0.240 -1.213 -1.619 0.248
```

**Kohn-Sham gap**: 11.09 eV
**HOMO level**: -10.247 eV



<b>
C5H6O2 | ωB97M-V/def2-TZVPD

```
13
Properties=species:S:1:pos:R:3:nbo_charge:R:1
C -0.798 -1.105 0.836 -0.252
C 0.451 -0.757 1.116 -0.183
C 0.725 0.599 0.266 0.008
C 0.644 0.395 -1.225 -0.103
O -0.743 -0.096 -1.309 -0.530
C -1.253 0.097 -0.011 0.302
O -0.462 1.205 0.571 -0.501
H -1.553 -1.865 0.890 0.233
H 1.226 -1.234 1.762 0.218
H 1.690 1.046 0.535 0.205
H 0.893 1.549 -1.611 0.191
H 1.509 -0.284 -1.660 0.207
H -2.331 0.452 -0.160 0.206
```

**Structure (SMILES)**: C1=C[C@H]2CO[C@@H]1O2
**Kohn-Sham gap**: 10.31 eV
**HOMO level**: -9.338 eV



Relative energies, kcal/mol: <a> 0.0; <b> 38.7.



<a>
C5H6O2 | ωB97M-V/def2-TZVPD

```
13
Properties=species:S:1:pos:R:3:nbo_charge:R:1
C -1.801 0.966 0.635 -0.677
O 2.449 0.505 0.660 -0.496
C 2.129 -0.318 -0.158 0.421
C 0.814 -1.060 -0.164 -0.021
O 0.014 -0.702 0.987 -0.474
C -0.771 0.036 0.118 0.359
C -0.180 -0.314 -1.031 -0.370
H -1.965 1.770 -0.084 0.235
H -1.432 1.395 1.571 0.245
H 2.773 -0.558 -1.032 0.107
H 0.945 -2.143 -0.267 0.207
H -2.755 0.475 0.839 0.235
H -0.263 -0.057 -2.075 0.229
```

**Kohn-Sham gap**: 9.98 eV
**HOMO level**: -9.012 eV



<b>
C5H6O2 | ωB97M-V/def2-TZVPD

```
13
Properties=species:S:1:pos:R:3:nbo_charge:R:1
O 0.793 -1.951 -0.483 -0.511
C 0.948 -1.501 0.658 0.383
C 0.749 0.062 0.794 -0.076
C -0.745 0.179 0.999 -0.218
C -1.389 0.330 -0.315 -0.185
C -0.266 0.754 -1.293 -0.125
O 1.084 0.349 -0.658 -0.525
H 1.252 -2.422 1.496 0.141
H 1.658 0.584 1.257 0.248
H -1.148 0.317 1.948 0.225
H -2.341 0.793 -0.581 0.230
H -0.211 0.526 -2.522 0.231
H -0.385 1.981 -1.300 0.182
```

**Structure (SMILES)**: O=C[C@@H]1C=CCO1
**Kohn-Sham gap**: 9.18 eV
**HOMO level**: -8.985 eV



<c>
C5H6O2 | ωB97M-V/def2-TZVPD

```
13
Properties=species:S:1:pos:R:3:nbo_charge:R:1
C -0.269 2.553 0.899 -0.210
C -0.092 1.489 0.364 -0.025
C 0.045 0.209 -0.333 -0.447
C -1.331 -0.413 -0.544 0.472
O -1.501 -1.602 -0.691 -0.533
C 0.997 -0.811 0.327 -0.038
O 1.298 -1.853 -0.562 -0.716
H -0.421 3.504 1.361 0.243
H 0.453 0.401 -1.338 0.271
H -2.187 0.289 -0.551 0.131
H 0.542 -1.181 1.258 0.170
H 1.939 -0.319 0.585 0.194
H 0.455 -2.293 -0.751 0.488
```

**Structure (SMILES)**: C#C[C@H](C=O)CO
**Kohn-Sham gap**: 10.74 eV
**HOMO level**: -10.121 eV



<d>
C5H6O2 | ωB97M-V/def2-TZVPD

```
13
Properties=species:S:1:pos:R:3:nbo_charge:R:1
C 2.688 -0.648 -0.657 -0.211
C 1.516 -0.513 -0.393 -0.027
C 0.112 -0.059 -0.292 -0.453
C 0.065 1.302 0.388 0.469
O -0.941 1.972 0.460 -0.542
C -1.107 -0.779 0.407 -0.033
O -2.267 -0.296 -0.221 -0.719
H 3.729 -0.776 -0.888 0.243
H -0.248 -0.003 -1.326 0.278
H 0.975 1.597 0.938 0.135
H -1.146 -0.546 1.483 0.170
H -1.095 -1.863 0.292 0.199
H -2.280 0.664 -0.055 0.490
```

**Structure (SMILES)**: C#C[C@H](C=O)CO
**Kohn-Sham gap**: 10.60 eV
**HOMO level**: -10.002 eV



Relative energies, kcal/mol: <a> 0.0; <b> 65.5; <c> 3.7; <d> 12.9.



<a>
C5H6O2 | ωB97M-V/def2-TZVPD

```
13
Properties=species:S:1:pos:R:3:nbo_charge:R:1
C 0.901 -0.960 0.055 -0.458
C 0.876 0.497 0.395 0.062
O 0.597 0.668 -1.335 -0.596
C -0.154 -0.476 -0.957 0.062
C -1.251 0.136 -0.046 0.066
O -1.240 -0.269 1.314 -0.466
C -0.443 0.859 0.954 -0.019
H 1.822 -1.263 -0.441 0.234
H 0.597 -1.644 0.845 0.229
H 1.663 1.172 0.079 0.272
H -0.484 -1.080 -1.803 0.187
H -2.180 0.535 -0.435 0.207
H -0.704 1.825 1.376 0.219
```

**Kohn-Sham gap**: 10.45 eV
**HOMO level**: -9.504 eV



<b>
C5H6O2 | ωB97M-V/def2-TZVPD

```
13
Properties=species:S:1:pos:R:3:nbo_charge:R:1
C -1.850 -0.234 -0.313 -0.620
C -0.459 -0.037 0.264 0.054
C 0.498 1.042 -0.152 -0.138
C 1.735 0.561 -0.045 -0.326
C 1.647 -0.913 0.146 0.745
O 2.518 -1.736 0.210 -0.555
O 0.316 -1.232 0.230 -0.484
H -2.361 -0.989 0.293 0.229
H -2.406 0.704 -0.209 0.217
H -1.882 -0.556 -1.357 0.223
H -0.594 0.257 1.314 0.192
H 0.172 2.067 -0.279 0.224
H 2.676 1.095 -0.030 0.239
```

**Structure (SMILES)**: C[C@@H]1C=CC(=O)O1
**Kohn-Sham gap**: 10.78 eV
**HOMO level**: -10.315 eV



<c>
C5H6O2 | ωB97M-V/def2-TZVPD

```
13
Properties=species:S:1:pos:R:3:nbo_charge:R:1
O 2.057 -1.484 -0.700 -0.466
C 1.628 -0.357 -0.583 0.337
C 0.213 -0.059 -0.274 0.150
C -1.161 -1.133 1.388 0.109
C -0.771 -1.101 -0.044 -0.678
C -0.214 1.321 -0.077 -0.128
O -1.424 1.587 0.260 -0.697
H 2.277 0.531 -0.726 0.133
H -1.066 -0.101 1.785 0.130
H 0.593 1.561 0.718 0.260
H -1.756 -0.610 -0.301 0.352
H -0.640 -2.066 -0.532 0.258
H 0.267 1.910 -0.913 0.239
```

**Kohn-Sham gap (spin up / spin down)**: 6.82 / 6.80 eV
**HOMO level (spin up / spin down)**: -9.223 / -9.210 eV



<d>
C5H6O2 | ωB97M-V/def2-TZVPD

```
13
Properties=species:S:1:pos:R:3:nbo_charge:R:1
O -1.172 1.644 1.279 -0.494
C -0.809 0.624 0.757 0.577
C -1.508 -0.339 -0.197 -0.167
O -0.613 -0.243 -1.309 -0.498
C 0.655 -0.435 -0.700 0.080
C 1.552 0.629 -0.152 -0.392
C 0.524 -0.069 0.743 -0.418
H -2.531 -0.151 -0.505 0.215
H -1.386 -1.346 0.316 0.163
H 1.105 -1.392 -0.959 0.189
H 1.312 1.665 -0.413 0.246
H 2.624 0.450 -0.096 0.233
H 0.248 -1.037 1.235 0.267
```

**Structure (SMILES)**: O=C1CO[C@H]2C[C@@H]12
**Kohn-Sham gap**: 10.21 eV
**HOMO level**: -9.480 eV



Relative energies, kcal/mol: <a> 97.3; <b> 0.0; <c> 174.9; <d> 66.9.